{
  "formula": "C6H8INO2",
  "method": "the ωB97M-V functional and the def2-TZVPD basis",
  "elements": ["N", "H", "C", "C", "H", "C", "I", "H", "H", "C", "O", "H", "C", "H", "C", "O", "H", "H"],
  "coordinates": [[-1.728, -1.036, 0.736], [2.753, -1.346, 0.760], [-0.035, 0.694, 0.175], [-1.206, 0.253, 1.096], [-0.865, 0.042, -1.726], [-1.489, -2.087, 0.190], [3.041, -0.011, 0.004], [-0.230, -1.943, -1.539], [-2.059, 0.928, 1.088], [1.288, 0.916, 0.902], [-1.534, -3.110, -0.373], [0.794, 0.506, -1.670], [0.033, 0.002, -1.198], [0.338, 2.718, 1.070], [0.563, 2.020, 0.221], [0.451, -1.370, -1.134], [-0.879, 0.162, 2.085], [0.764, 2.660, -0.688]],
  "mulliken_charge": [-0.43, 0.18, 1.27, -0.93, 0.50, 0.79, 0.19, 0.32, 0.28, -0.69, -0.52, 0.66, -1.50, 0.27, -0.49, -0.57, 0.40, 0.25],
  "homo_energy_ev": -7.532,
  "multiplicity": 1,
  "e_above_lowest_ev": 4.324,
  "largest_force_ev_per_a": 3.4,
  "gap_ev": 7.69,
  "e_tot_ev": -20031.4623
}

{
  "formula": "F6H20O10P",
  "method": "the ωB97M-V functional and the def2-TZVPD basis",
  "elements": ["H", "H", "H", "H", "O", "F", "H", "H", "O", "H", "H", "F", "P", "H", "H", "H", "F", "H", "F", "O", "H", "H", "H", "O", "F", "O", "H", "O", "O", "H", "H", "H", "O", "H", "O", "O", "F"],
  "coordinates": [[-17.708, -23.284, -28.496], [-19.433, -24.174, -26.780], [-23.497, -26.308, -28.815], [-20.197, -28.849, -27.445], [-22.551, -26.594, -31.743], [-22.605, -26.931, -28.803], [-24.530, -25.513, -29.698], [-20.264, -24.354, -28.032], [-20.247, -28.271, -32.089], [-21.133, -24.592, -31.467], [-19.936, -23.669, -31.545], [-22.148, -25.096, -30.164], [-21.403, -25.835, -28.981], [-24.139, -26.816, -27.542], [-23.162, -24.911, -29.939], [-20.615, -27.717, -31.402], [-20.763, -26.844, -30.032], [-20.749, -27.562, -28.018], [-20.219, -24.781, -29.353], [-24.319, -26.295, -28.324], [-19.807, -28.207, -29.219], [-22.157, -26.304, -30.921], [-19.527, -27.531, -30.544], [-20.822, -23.791, -31.888], [-22.019, -24.889, -27.859], [-22.982, -22.898, -28.174], [-18.970, -24.107, -28.635], [-24.065, -24.887, -30.254], [-19.110, -28.050, -29.856], [-23.407, -26.939, -31.490], [-22.030, -22.814, -28.226], [-23.162, -23.783, -28.490], [-20.373, -28.404, -28.274], [-20.202, -27.703, -32.858], [-19.866, -23.683, -27.478], [-18.413, -23.490, -29.109], [-20.437, -26.401, -27.836]],
  "mulliken_charge": [0.24, 0.30, 0.52, 0.29, -0.67, -0.22, 0.46, 0.22, -0.69, 0.29, 0.30, 0.03, 1.36, 0.30, 0.00, 0.65, -0.72, 0.30, -0.49, -0.83, 0.59, 0.46, 0.27, -0.74, -0.34, -0.77, 0.40, -0.82, -0.91, 0.34, 0.31, 0.69, -0.61, 0.29, -0.78, -0.65, -0.37],
  "homo_energy_ev": -6.008,
  "multiplicity": 1,
  "e_above_lowest_ev": 18.699,
  "largest_force_ev_per_a": 11.5,
  "gap_ev": 8.47,
  "e_tot_ev": -46385.4147,
  "charge": -1
}

{
  "formula": "C30H31BrN10O5S2Sc",
  "method": "the ωB97M-V functional and the def2-TZVPD basis",
  "elements": ["N", "N", "N", "H", "C", "S", "H", "N", "N", "C", "H", "C", "H", "H", "C", "C", "H", "C", "C", "C", "Br", "C", "C", "H", "C", "C", "H", "H", "H", "C", "C", "O", "O", "H", "C", "H", "H", "H", "N", "C", "C", "H", "H", "H", "C", "H", "H", "N", "H", "H", "H", "N", "C", "H", "S", "C", "C", "H", "C", "C", "N", "C", "C", "C", "C", "H", "C", "N", "Sc", "H", "H", "O", "H", "C", "H", "O", "O", "H", "H", "C"],
  "coordinates": [[4.653, 6.121, 1.901], [-3.838, 0.415, 0.825], [-2.075, 0.787, -0.748], [0.484, 2.772, 3.653], [2.598, 2.584, 3.830], [-4.090, 2.356, -0.989], [2.555, 3.411, 4.542], [-7.752, -3.232, 4.452], [1.817, -6.774, -0.632], [5.086, -4.080, 0.306], [-5.746, 0.166, 2.191], [-4.704, -1.697, 2.110], [-2.822, 3.218, -2.917], [4.109, -7.289, 2.214], [1.322, 2.612, 2.972], [-0.026, -2.977, -1.145], [3.237, 3.464, 0.623], [-2.781, 2.494, -2.123], [0.452, -3.343, 0.163], [4.377, -6.375, 1.699], [6.719, -3.031, 2.387], [4.198, 4.856, 1.828], [-3.263, 1.042, -0.205], [3.750, -4.771, -1.220], [3.774, -6.093, 0.474], [1.154, -3.929, 2.732], [-7.829, -4.224, 4.580], [1.394, -4.126, 3.767], [1.545, 0.477, 2.683], [1.026, -4.611, 0.423], [-5.748, -0.866, 2.505], [-0.490, -1.770, -1.325], [-2.156, -1.011, 2.062], [5.161, 6.442, 2.705], [-4.678, -3.036, 2.481], [3.535, 5.039, -0.064], [1.342, 3.466, 2.290], [-5.686, -4.594, 3.534], [-0.408, 0.969, 2.169], [1.482, 1.256, 0.718], [4.167, -4.959, -0.239], [4.633, 6.723, 1.098], [5.690, -5.673, 3.242], [-7.585, -0.744, 3.590], [1.022, 1.310, 2.200], [1.623, -5.886, 2.066], [4.717, 2.185, 3.639], [4.379, 4.067, 2.886], [-0.731, 0.624, 3.064], [-0.954, 1.798, 1.954], [3.861, 2.191, 2.104], [0.279, -2.401, 1.134], [5.588, -4.323, 1.574], [2.603, 1.663, 4.417], [-3.360, -1.050, 1.196], [-6.763, -2.732, 3.657], [1.309, -4.897, 1.774], [5.393, -3.203, -0.247], [-6.768, -1.381, 3.274], [0.044, -3.941, -2.139], [2.877, -7.048, -0.048], [3.932, 2.681, 3.071], [-5.700, -3.551, 3.245], [0.649, -2.679, 2.366], [1.193, -5.515, -0.671], [-8.579, -2.687, 4.611], [0.625, -5.181, -1.889], [3.581, 4.441, 0.744], [-0.852, -0.700, 0.227], [-3.857, -3.660, 2.152], [0.705, -5.903, -2.692], [0.826, 0.454, 0.000], [-0.915, 1.433, -2.404], [5.260, -5.475, 2.270], [-0.366, -3.704, -3.111], [-2.990, -1.840, 0.023], [2.443, 1.934, 0.339], [0.503, -1.900, 3.105], [4.770, 4.501, 3.706], [-1.831, 1.584, -1.853]],
  "mulliken_charge": [-0.39, -0.49, 0.41, 0.37, -0.75, -0.18, 0.43, -0.48, -0.40, -0.59, 0.48, -0.28, 0.46, 0.48, -0.69, 0.86, 0.26, -0.32, 0.94, -0.14, -0.19, 0.75, 0.35, 0.43, -0.06, -1.56, 0.21, 0.43, 0.17, 0.04, -0.51, -0.66, -0.54, 0.19, -0.60, 0.24, 0.38, 0.29, -0.20, 0.18, -0.06, 0.20, 0.44, 0.29, 0.19, 0.69, 0.28, -0.17, 0.31, 0.18, 0.49, 0.10, 0.10, 0.41, 2.03, 0.98, -0.41, 0.45, -0.72, -1.04, -0.53, -0.92, -0.83, 0.11, -0.10, 0.21, -0.29, -0.20, -0.10, 0.53, 0.44, -0.23, 0.51, -0.48, 0.49, -0.58, -1.03, 0.59, 0.23, -0.90],
  "homo_energy_ev": -9.282,
  "multiplicity": 1,
  "e_above_lowest_ev": 0.274,
  "largest_force_ev_per_a": 1.4,
  "gap_ev": 7.01,
  "e_tot_ev": -169165.5343,
  "charge": 1
}

{
  "formula": "C4H5N2",
  "method": "the ωB97M-V functional and the def2-TZVPD basis",
  "elements": ["C", "H", "H", "C", "C", "C", "H", "N", "H", "H", "N"],
  "coordinates": [[-0.362, 0.818, -1.972], [-0.904, -1.500, -1.885], [0.099, 1.384, -2.694], [1.111, 0.010, 2.263], [-0.133, 0.025, 1.818], [-1.168, -0.369, -1.833], [3.018, -0.692, 2.790], [2.224, -0.102, 2.671], [-2.190, -0.336, -2.163], [-1.121, 0.185, 1.783], [-0.575, 0.576, -0.777]],
  "mulliken_charge": [0.12, 0.22, 0.36, 0.55, -0.35, -0.49, 0.35, -0.12, 0.23, 0.49, -0.35],
  "homo_energy_ev": [-14.109, -14.144],
  "multiplicity": 1,
  "e_above_lowest_ev": 6.548,
  "largest_force_ev_per_a": 4.6,
  "gap_ev": [6.01, 6.05],
  "e_tot_ev": -7194.0042,
  "charge": 1
}

Please write out number 4 again, unchanged.
{
  "formula": "C4H5N2",
  "method": "the ωB97M-V functional and the def2-TZVPD basis",
  "elements": ["C", "H", "H", "C", "C", "C", "H", "N", "H", "H", "N"],
  "coordinates": [[-0.362, 0.818, -1.972], [-0.904, -1.500, -1.885], [0.099, 1.384, -2.694], [1.111, 0.010, 2.263], [-0.133, 0.025, 1.818], [-1.168, -0.369, -1.833], [3.018, -0.692, 2.790], [2.224, -0.102, 2.671], [-2.190, -0.336, -2.163], [-1.121, 0.185, 1.783], [-0.575, 0.576, -0.777]],
  "mulliken_charge": [0.12, 0.22, 0.36, 0.55, -0.35, -0.49, 0.35, -0.12, 0.23, 0.49, -0.35],
  "homo_energy_ev": [-14.109, -14.144],
  "multiplicity": 1,
  "e_above_lowest_ev": 6.548,
  "largest_force_ev_per_a": 4.6,
  "gap_ev": [6.01, 6.05],
  "e_tot_ev": -7194.0042,
  "charge": 1
}